ORCA calculation (ωB97M-V/def2-TZVPD) on a molecular structure, C12H33AsCrF6N3O3 at a distorted geometry.

## Properties
* 2S+1: 5
* frontier orbital gap (spin up / spin down): 7.5 / 10.3 eV
* net charge: +1
* HOMO energy (spin up / spin down): -0.388 / -0.489 Eh
* E: -129153.2979 eV

Structure (XYZ):
```
59
Properties=species:S:1:pos:R:3:forces:R:3
Cr -0.06976 0.05544 0.19008 0.7 0.2 -2.3
As 1.27668 0.35539 -3.31000 0.3 1.6 -3.1
F 1.07881 -1.34941 -3.65695 -0.1 0.6 1.1
F -0.47560 0.67099 -3.62552 1.2 -0.8 0.7
F 1.36224 2.12243 -2.99410 0.2 -1.8 -0.1
F 3.00644 0.19445 -3.01070 -1.2 -0.1 0.5
F 1.64966 0.49262 -5.03970 -0.5 0.5 1.6
F 0.96204 0.08206 -1.55747 0.7 0.2 -1.6
C -0.57322 -2.54925 3.53803 1.3 -0.6 -0.1
C -0.01009 -1.46172 2.59773 0.6 -0.3 0.2
C 1.40867 -1.85585 1.93384 -2.4 1.1 -0.8
O 1.65235 -0.96863 0.73137 -0.2 -0.6 2.5
C 3.06386 -1.00685 0.36093 -0.9 0.1 0.5
N -1.02185 -1.21344 1.55769 -1.3 -1.6 1.2
H -1.59164 -2.37467 3.88510 0.2 0.4 0.2
H 0.11613 -2.78230 4.34957 -0.2 0.5 0.4
H -0.59939 -3.52256 3.04806 -0.1 0.0 -0.6
H 0.10376 -0.52518 3.14364 0.3 -0.1 0.1
H 1.34970 -2.84543 1.48066 0.2 -0.2 0.5
H 2.12217 -1.76555 2.75290 0.5 0.1 -0.5
H 3.56758 -0.43366 1.13927 0.5 -0.3 -0.1
H 3.22226 -0.54028 -0.61135 -0.3 -0.2 0.1
H 3.27980 -2.07525 0.35898 0.7 0.2 -0.1
H -1.46903 -2.11890 1.57401 0.3 -1.1 -1.7
H -1.85983 -0.83154 1.97248 0.1 1.4 0.7
C -1.17852 3.81016 1.98278 0.5 0.8 0.0
C -0.48137 2.81243 1.07899 -1.2 1.0 -0.7
C 0.86625 3.20049 0.64092 1.1 -0.8 0.0
O 1.41852 2.07931 -0.06661 1.0 2.0 0.0
C 2.81847 2.44331 -0.35395 -0.3 -1.6 0.7
N -0.41897 1.51523 1.69980 -0.6 0.1 1.9
H -0.88150 3.83235 3.03130 0.5 -0.6 0.1
H -2.25598 3.65187 2.02913 0.0 0.4 -0.5
H -0.83981 4.79144 1.65043 -0.9 0.3 -0.2
H -1.03413 2.72097 0.14400 -0.5 -0.1 0.1
H 1.41874 3.32780 1.57185 0.7 0.6 0.0
H 0.90102 4.06392 -0.02344 -0.1 0.2 0.3
H 3.18019 1.72826 -1.09284 -0.1 0.4 -0.1
H 3.33360 2.26783 0.59048 0.4 0.0 0.1
H 3.02777 3.47714 -0.62873 -0.7 0.0 -0.4
H 0.26998 1.55996 2.43699 1.2 0.0 -0.1
H -1.19064 1.59368 2.34668 -1.1 -0.9 -0.1
C -3.62626 -0.44933 -2.31553 -0.4 -1.4 0.9
C -2.51933 -0.77335 -1.29271 0.8 0.1 0.1
C -1.55103 -1.88621 -1.75757 -0.4 1.4 -0.3
O -0.32236 -1.91517 -0.97748 -2.6 -0.9 -1.2
C 0.32932 -3.11094 -1.31557 1.4 -0.4 -0.2
N -1.81520 0.52593 -0.99762 -0.9 -0.3 0.0
H -4.24376 -1.33708 -2.45230 0.0 -0.1 -0.3
H -3.24955 -0.14199 -3.29109 0.2 0.1 0.2
H -4.33525 0.26834 -1.90276 0.2 0.3 -0.1
H -2.84355 -1.07071 -0.29544 -0.8 -0.2 -0.2
H -1.34994 -1.71200 -2.81460 0.6 0.0 -0.1
H -2.11601 -2.81813 -1.73750 0.2 -0.3 0.5
H 0.49633 -3.21213 -2.38793 -0.2 0.2 -0.1
H -0.20283 -4.00086 -0.97947 -0.1 0.0 0.3
H 1.33079 -3.05374 -0.88911 -0.1 -0.2 0.2
H -1.92123 1.01356 -1.87573 1.6 0.3 -0.8
H -2.56545 1.04473 -0.56394 -0.1 0.2 1.1
```
Forces are in eV/Å.

Here are the natural (NBO) charges for atoms 1 to 4, given in e: Cr 1.270; As 2.808; F -0.610; F -0.633

ORCA calculation (ωB97M-V/def2-TZVPD) on a molecular structure, C12H33BrFeN3O3 at a distorted geometry.

## Properties
* 2S+1: 9
* frontier orbital gap (spin up / spin down): 5.2 / 4.2 eV
* net charge: +1
* HOMO energy (spin up / spin down): -0.315 / -0.456 Eh
* E: -127998.8997 eV

Structure (XYZ):
```
53
Properties=species:S:1:pos:R:3:forces:R:3
Fe 2.06559 -2.59787 -0.52225 6.0 -9.1 -2.3
Br 1.19530 -0.89945 -0.17894 -1.2 8.6 1.1
C -2.53962 -1.22596 0.58227 0.0 -1.2 -0.2
C -2.02809 -2.54922 -0.03650 -0.4 1.6 2.5
C -1.96920 -2.44550 -1.57901 -1.3 -0.2 -2.8
O -3.23300 -2.02006 -2.14341 0.6 -1.7 2.2
C -4.33763 -2.98489 -1.96193 -0.3 0.4 -1.5
N -0.69118 -2.73033 0.42292 -3.5 -1.7 -1.4
H -3.49503 -0.95456 0.13323 0.1 -0.1 0.3
H -1.81408 -0.45584 0.32038 -0.1 -0.2 0.7
H -2.64043 -1.36590 1.65853 0.0 0.2 0.0
H -2.67128 -3.38581 0.23647 0.1 -0.3 -0.2
H -1.70651 -3.40902 -2.01574 -0.1 -0.3 0.3
H -1.20363 -1.76405 -1.94999 -0.2 0.5 0.3
H -4.85365 -3.14869 -1.01589 0.7 0.9 0.7
H -4.14063 -4.00317 -2.29718 0.8 0.1 -0.3
H -5.08794 -2.58195 -2.64219 0.0 0.0 0.1
H -0.09054 -1.93688 0.25034 -1.2 0.2 1.4
H -0.25792 -3.48891 -0.08397 0.9 -1.4 0.3
C 2.32955 3.24832 2.44937 0.6 -0.5 0.3
C 2.30781 1.83052 1.85483 -0.8 0.6 0.2
C 2.54944 0.75293 2.91672 0.5 1.0 -0.7
O 3.95446 0.70053 3.14237 -0.3 -0.2 0.2
C 4.20948 0.01946 4.36305 -1.0 -0.3 0.5
N 0.95666 1.67911 1.21971 1.2 0.1 0.9
H 1.63492 3.28606 3.28853 -0.1 0.1 -0.1
H 2.07261 4.03177 1.73643 -0.1 -0.2 -0.1
H 3.32355 3.47280 2.83625 0.0 0.0 0.0
H 3.10209 1.72149 1.11637 0.2 0.0 -0.2
H 2.20383 -0.21569 2.55556 -0.1 -0.4 0.0
H 1.96055 1.02650 3.79220 0.2 -0.1 0.4
H 3.99326 0.67728 5.20484 0.3 0.2 0.1
H 5.18664 -0.44597 4.49194 0.2 0.5 -0.6
H 3.47860 -0.78408 4.45389 0.0 -0.4 0.1
H 0.80033 0.69962 1.02926 -0.3 0.7 0.5
H 1.04275 2.11353 0.31198 0.0 0.2 0.5
C 0.46682 0.51546 -3.58169 -1.5 0.7 -1.1
C 0.64909 1.60622 -2.52158 -1.4 -1.9 0.3
C -0.37925 1.39252 -1.34934 -1.3 2.1 -2.0
O -1.64980 1.73970 -1.91365 0.4 -0.3 -0.4
C -2.69482 1.39202 -1.05625 -0.9 0.0 0.0
N 1.97854 1.40014 -2.07578 1.2 0.4 1.3
H -0.55857 0.50858 -3.95132 -0.2 0.2 0.0
H 0.60169 -0.51616 -3.25661 0.5 0.0 0.5
H 1.08011 0.68360 -4.46695 0.3 0.0 0.2
H 0.50931 2.62010 -2.89657 -0.1 -0.1 -0.2
H -0.20039 2.08788 -0.52923 -0.3 0.0 -0.4
H -0.41439 0.39789 -0.90486 -0.3 0.1 -0.6
H -2.63367 0.32496 -0.84240 -0.1 1.0 0.0
H -3.70194 1.52881 -1.45010 0.3 0.2 -1.0
H -2.73936 2.07115 -0.20484 0.5 -0.4 0.7
H 2.09186 1.92555 -1.22067 0.7 0.6 0.1
H 1.98772 0.45545 -1.71861 0.8 -0.1 -0.6
```
Forces are in eV/Å.

Here are the natural (NBO) charges for atoms 1 to 4, given in e: Fe 0.648; Br -0.262; C -0.619; C -0.109

ORCA calculation (ωB97M-V/def2-TZVPD) on 2 unconnected molecules or ions with the total composition C12H33N8O4P2 at a distorted geometry.

## Properties
* frontier orbital gap: 6.1 eV
* net charge: +1
* HOMO energy: -0.367 Eh
* E: -51661.4505 eV

Structure (XYZ):
```
59
Properties=species:S:1:pos:R:3:forces:R:3
C 7.62827 1.66055 1.67122 -0.6 -0.3 -0.7
C 6.77369 2.72533 0.97654 0.5 0.4 0.4
O 6.94568 2.75103 -0.44105 -0.2 -0.2 0.2
C 6.43749 1.63722 -1.10904 0.0 -0.1 -0.4
C 4.99602 1.83768 -1.57919 0.1 0.2 -0.1
N 3.97783 1.48665 -0.58121 0.0 0.1 0.1
N 3.10948 2.39417 -0.07913 -0.2 0.2 0.2
C 2.29711 1.75819 0.76361 0.2 -0.8 0.6
P 0.90205 2.49887 1.68293 -1.2 1.7 -0.5
N 0.40023 3.79460 1.01784 0.7 -0.5 -0.2
O 1.39498 2.69565 3.17059 0.0 -0.7 -0.2
O -0.20308 1.35844 1.77413 1.1 -0.3 0.1
N 2.62013 0.47274 0.83957 -0.1 0.1 -0.5
C 3.65391 0.31532 -0.00665 0.1 -0.1 0.3
N 4.26551 -0.85935 -0.26734 -0.1 0.0 -0.4
H 8.42660 1.37415 0.98701 0.3 0.2 0.2
H 7.04351 0.75524 1.84400 0.1 0.0 0.3
H 8.03188 2.02755 2.60804 0.0 -0.1 0.1
H 5.71441 2.64955 1.24976 0.0 -0.1 -0.1
H 7.10963 3.70208 1.31625 -0.1 0.1 -0.2
H 7.03761 1.48782 -2.00681 0.0 0.1 0.0
H 6.51812 0.70898 -0.53532 0.1 0.1 0.2
H 4.79240 1.28903 -2.49771 -0.1 -0.2 0.1
H 4.85834 2.89465 -1.80205 0.0 0.0 0.0
H 3.11004 3.36928 -0.34590 0.2 0.0 0.0
H 0.88947 4.06200 0.17568 -0.4 0.4 -0.1
H 0.69363 3.11956 3.68869 0.2 0.1 0.2
H -0.10367 0.77396 1.00798 -0.6 -0.3 0.1
H 5.25405 -1.00975 -0.19503 0.1 0.2 -0.1
H 3.68853 -1.66054 -0.45692 0.0 -0.1 0.4
O -3.77801 -0.91515 -2.41255 -2.0 1.5 -0.5
P -4.43934 -1.31689 -1.14485 2.6 -3.0 1.8
N -3.38058 -0.75987 0.08598 -0.3 -0.3 0.5
C -2.18371 -1.45994 0.48581 0.2 0.0 -0.1
C -3.20306 0.68212 0.07455 -0.1 0.2 -0.3
N -4.50964 -3.02374 -1.34142 0.4 0.0 -0.4
C -3.99537 -3.97844 -0.38390 -0.5 -0.1 0.4
C -4.35914 -3.52755 -2.70277 0.2 0.0 -0.1
N -5.81752 -1.23588 -0.21984 -0.8 1.3 -1.1
C -5.90308 -1.00808 1.21381 0.1 0.3 0.1
C -7.05418 -1.70816 -0.83701 0.0 0.0 -0.1
H -1.90097 -1.13327 1.49270 0.0 0.1 0.0
H -1.32950 -1.28269 -0.19353 0.0 0.0 0.0
H -2.33611 -2.53024 0.56064 0.0 0.0 -0.1
H -4.15368 1.19469 0.24674 0.0 0.0 -0.1
H -2.79607 1.04076 -0.88036 0.0 0.0 0.0
H -2.52702 0.98815 0.87263 -0.1 -0.1 0.1
H -2.90971 -4.11819 -0.47227 0.0 -0.1 0.0
H -4.46327 -4.95328 -0.54399 0.0 0.0 -0.1
H -4.23576 -3.69437 0.64299 0.1 0.1 0.0
H -3.31088 -3.59111 -3.02065 0.0 0.0 0.0
H -4.88602 -2.89684 -3.41262 0.1 0.1 0.0
H -4.79815 -4.52629 -2.76266 0.0 0.0 0.1
H -5.47423 -1.83521 1.78452 0.0 0.0 0.0
H -6.95168 -0.90938 1.49584 0.0 -0.1 -0.1
H -5.41652 -0.08538 1.52139 0.1 0.0 0.0
H -7.27398 -2.73733 -0.53986 0.0 0.0 0.0
H -6.98248 -1.67805 -1.92400 0.1 -0.1 0.0
H -7.89412 -1.07102 -0.55585 0.0 0.0 0.0
```
Forces are in eV/Å.

Here are the natural (NBO) charges for atoms 1 to 4, given in e: C -0.651; C -0.070; O -0.514; C -0.075

ORCA calculation (ωB97M-V/def2-TZVPD) on 10 unconnected molecules or ions with the total composition C12H33N9O21 at a distorted geometry.

## Properties
* frontier orbital gap: 9.8 eV
* SMILES: C[N+](=O)[O-].C[N+](=O)[O-].C[N+](=O)[O-].C[N+](=O)[O-].C[N+](=O)[O-].C[N+](=O)[O-].C[N+](=O)[O-].C[N+](=O)[O-].C[N+](=O)[O-].COC(=O)OC
* HOMO energy: -0.381 Eh
* E: -69360.5640 eV

Structure (XYZ):
```
75
Properties=species:S:1:pos:R:3:forces:R:3
C -0.98746 -1.49078 0.28469 0.3 -0.5 0.5
O -0.95484 -0.19871 0.91609 -1.1 0.1 0.7
C 0.08846 0.61952 0.93849 3.8 -2.5 -4.2
O 1.17185 0.37184 0.33740 -2.4 0.1 1.7
O -0.15381 1.73722 1.49701 -1.5 1.6 1.7
C 0.91459 2.67131 1.65853 1.5 0.0 0.0
H -0.01506 -1.98248 0.31242 0.1 0.4 -0.4
H -1.47354 -1.49836 -0.69089 0.8 0.6 -0.2
H -1.63445 -2.14471 0.86941 0.0 0.5 0.5
H 0.65619 3.44726 2.37910 -0.5 -0.3 -0.4
H 1.26069 3.08088 0.70955 -0.5 0.1 -0.1
H 1.80984 2.17456 2.03252 -0.1 -0.3 0.1
C 3.56221 -2.27569 0.73465 0.0 -0.3 -0.2
N 4.76425 -2.53896 -0.12699 1.9 -0.1 1.8
O 5.04765 -3.69380 -0.42359 -1.0 0.6 -0.4
O 5.57269 -1.62526 -0.17533 -0.5 0.0 -0.8
H 3.53723 -1.23233 1.04911 -0.1 -0.1 -0.6
H 3.76802 -2.86729 1.62670 -0.3 -0.2 -0.2
H 2.69135 -2.62425 0.17948 0.0 0.1 0.3
C 2.09256 1.69603 -2.16848 -0.1 -0.3 -0.2
N 2.63036 1.89353 -3.57124 -1.5 0.5 0.4
O 2.20750 1.12950 -4.44185 1.0 0.7 0.6
O 3.29790 2.90155 -3.73525 0.0 -1.0 -0.5
H 1.06184 1.35118 -2.25092 0.1 0.1 -0.2
H 2.15172 2.65360 -1.65113 0.2 -0.3 -0.1
H 2.65091 0.90905 -1.66151 0.1 0.3 -0.1
C 0.29434 -0.33008 4.72878 0.1 0.8 -1.0
N 1.69700 -0.18969 4.17850 1.6 2.9 1.6
O 2.11364 -1.02382 3.41570 0.0 0.2 0.2
O 2.35018 0.86872 4.54980 -2.1 -3.5 -1.2
H -0.16188 -1.23373 4.32455 0.3 -0.1 0.4
H -0.20042 0.51815 4.25568 -0.2 0.0 0.1
H 0.26411 -0.15925 5.80488 0.3 -0.4 -0.2
C -0.88383 -0.98695 -5.82688 0.2 0.4 -1.7
N -1.44122 -0.58702 -4.56603 -1.1 3.0 0.8
O -2.05639 0.50030 -4.48937 0.7 -2.0 -0.6
O -1.13162 -1.24211 -3.61437 -0.1 -1.1 1.1
H -0.69237 -2.06000 -5.82758 0.2 0.4 0.0
H -0.01403 -0.33867 -5.93307 0.5 -0.5 0.1
H -1.50904 -0.63888 -6.64910 -0.4 -0.4 0.2
C 5.53188 4.68672 0.78576 0.3 -0.2 -0.1
N 4.17371 4.02809 0.87198 0.0 -1.0 -0.8
O 3.30300 4.61030 1.50025 0.6 -0.6 -0.5
O 4.04198 2.93786 0.27046 0.1 2.3 1.4
H 5.47318 5.76381 0.94236 -0.5 -0.2 -0.2
H 5.96669 4.41218 -0.17532 -0.2 0.1 0.1
H 6.18452 4.29414 1.56552 -0.3 -0.3 0.1
C -2.51377 -4.78977 -2.71436 -0.5 -1.0 1.2
N -3.46062 -3.75770 -2.20765 0.6 0.2 -1.4
O -3.46581 -3.57490 -0.99528 -0.5 0.4 -1.1
O -4.13834 -3.24047 -3.08188 -0.2 0.5 1.4
H -2.80044 -5.52437 -1.96184 1.0 -0.7 -0.3
H -1.47413 -4.47663 -2.61854 -0.3 0.1 0.1
H -2.78572 -5.16952 -3.69921 0.0 0.6 0.1
C -3.87285 -0.20392 -1.44665 -0.8 -1.2 0.6
N -3.20961 1.08047 -1.08877 -1.4 0.3 0.0
O -2.09544 1.22691 -1.53974 -0.2 0.4 0.6
O -3.88467 1.90852 -0.45431 1.4 -1.0 -0.8
H -3.26458 -1.05482 -1.13995 0.4 0.4 -0.5
H -4.13439 -0.23114 -2.50446 0.5 0.2 0.0
H -4.78925 -0.40470 -0.89167 0.0 0.9 0.1
C -2.59596 -5.02600 3.11260 0.5 0.0 -0.1
N -2.49699 -3.59938 3.56605 0.6 1.0 0.7
O -3.29949 -3.13305 4.37310 1.0 -0.8 -1.3
O -1.51680 -2.98952 3.10286 -1.5 -0.6 0.7
H -3.08987 -5.02615 2.14092 -0.2 0.0 0.2
H -3.06562 -5.67427 3.85237 -0.2 0.5 -0.1
H -1.55625 -5.31161 2.95282 -0.2 -0.1 0.0
C -2.04824 4.80763 0.61086 1.3 0.5 -1.4
N -2.45001 4.51038 1.92987 -3.0 -0.7 3.3
O -3.68886 4.46653 2.18434 2.8 0.3 -0.8
O -1.58849 4.26327 2.75243 -0.3 0.2 0.0
H -2.32988 5.83566 0.38301 -0.7 -0.4 -0.4
H -2.44791 3.97057 0.03841 -0.1 0.6 -0.6
H -0.95838 4.82367 0.60424 -0.1 -0.4 -0.1
```
Forces are in eV/Å.

Here are the Mulliken charges for atoms 1 to 4, given in e: C 0.452; O -0.348; C 0.763; O -0.420